(1)
Density functional theory data (ωB97M-V/def2-TZVPD) for a molecular structure, C26H33N2O2 at a distorted geometry.

Each line ends with the Mulliken charge.
Element x y z (Å)
C (-3.326, 2.146, -4.129)  -1.085
C (-2.802, 1.029, -3.727)  0.014
C (-1.589, 0.408, -4.432)  -0.380
N (-0.473, 0.370, -3.720)  0.375
C (0.030, -0.670, -3.436)  0.124
O (1.229, -0.595, -2.749)  -0.804
C (-0.059, -2.007, -4.110)  -0.009
H (-0.725, -2.122, -4.901)  0.767
C (-1.180, -2.899, -2.977)  -0.548
H (-2.054, -2.181, -2.839)  0.294
H (-1.277, -3.958, -3.351)  0.415
C (-0.501, -3.160, -1.613)  -0.773
N (0.827, -2.915, -1.718)  0.286
C (1.487, -3.874, -2.801)  -1.321
H (2.360, -4.097, -2.779)  0.720
H (0.964, -4.732, -2.928)  0.432
C (1.072, -2.864, -4.162)  -1.521
H (0.994, -3.659, -5.018)  0.262
H (1.953, -2.462, -4.220)  0.684
C (1.786, -3.357, -0.431)  -1.349
C (1.237, -2.358, 0.593)  0.809
C (2.031, -1.085, 0.387)  -1.344
C (1.601, -0.081, 1.390)  0.102
C (0.775, -0.260, 2.325)  0.247
C (-0.055, -1.798, 2.654)  -1.467
C (0.430, -2.541, 1.743)  -0.313
H (-0.076, -3.399, 1.719)  0.439
H (-0.560, -1.870, 3.452)  0.791
O (0.252, 0.677, 3.185)  -0.353
C (0.729, 2.038, 3.253)  -0.399
C (0.091, 2.631, 4.461)  0.560
C (-0.712, 3.878, 4.162)  -0.488
C (-1.093, 4.623, 5.275)  -0.442
C (-1.094, 4.221, 6.459)  -0.699
C (-0.380, 2.984, 6.694)  -0.197
C (0.327, 2.124, 5.802)  -0.934
H (0.565, 1.247, 5.926)  0.614
H (-0.017, 2.658, 7.705)  0.274
H (-1.402, 4.654, 7.351)  0.442
H (-1.500, 5.451, 4.984)  0.564
H (-0.583, 4.478, 3.175)  0.194
H (0.679, 2.419, 2.150)  0.185
H (1.787, 1.936, 3.247)  0.481
H (1.883, 1.064, 1.121)  0.077
H (2.511, -0.931, -0.362)  1.379
H (1.280, -4.229, 0.044)  0.322
H (2.723, -3.248, -0.547)  0.725
H (1.263, -1.809, -1.902)  0.230
H (-0.771, -2.279, -0.825)  0.154
H (-0.718, -4.017, -1.223)  0.719
C (0.003, 1.551, -3.149)  -0.900
C (-0.383, 1.778, -1.717)  0.271
C (-1.067, 0.985, -0.766)  -1.430
H (-1.186, 1.374, 0.049)  0.931
H (-1.292, 0.186, -1.262)  0.030
H (0.205, 2.815, -1.361)  0.169
H (1.026, 1.635, -3.301)  0.599
H (-0.332, 2.389, -3.893)  0.496
H (-1.793, -0.616, -4.958)  0.269
H (-1.126, 1.287, -5.390)  0.324
H (-3.249, 0.390, -2.992)  0.303
H (-4.179, 2.499, -3.582)  0.274
H (-3.133, 2.698, -4.916)  0.413

Relative energy (zero: lowest compared OMol25 entry of this formula, charge and spin) in kcal per mole: 550.4
HOMO-LUMO gap in eV: 8.28
Highest occupied orbital energy in eV: -10.6
Net charge: +1
Lowest unoccupied orbital energy in hartree: -0.087
Largest force on an atom in eV/A: 17.49


(2)
Density functional theory data (ωB97M-V/def2-TZVPD) for C26H33N3O in the gas phase.

Each line ends with the Mulliken charge.
Element x y z (Å)
C (-3.592, -1.173, 1.372)  -1.518
C (-3.335, -0.058, 0.404)  0.614
C (-3.810, -0.104, -0.900)  -0.933
C (-3.576, 0.943, -1.771)  -0.888
C (-2.839, 2.057, -1.388)  1.670
C (-2.645, 3.182, -2.360)  -2.110
C (-2.330, 2.096, -0.088)  0.293
C (-1.473, 3.187, 0.383)  -0.931
N (-1.808, 3.965, 1.441)  0.499
N (-0.868, 4.856, 1.742)  -1.170
C (0.106, 4.646, 0.880)  -0.970
C (-0.210, 3.607, -0.013)  1.942
C (0.671, 3.016, -1.070)  -1.598
N (1.485, 1.888, -0.625)  0.277
C (2.517, 2.242, 0.333)  -0.692
C (3.470, 1.062, 0.503)  -1.181
C (2.716, -0.192, 0.943)  -1.268
C (1.498, -0.494, 0.059)  2.385
C (1.906, -1.019, -1.330)  -1.238
O (2.686, -0.140, -2.093)  -0.711
C (0.556, -1.522, 0.737)  -1.279
C (1.069, -2.936, 0.793)  0.548
C (2.037, -3.266, 1.736)  -0.520
C (2.564, -4.541, 1.820)  -0.851
C (2.111, -5.523, 0.960)  -0.708
C (1.116, -5.220, 0.049)  -0.865
C (0.579, -3.942, -0.047)  1.091
C (-0.535, -3.704, -1.025)  -1.348
C (0.680, 0.797, -0.105)  -1.758
C (-2.606, 1.054, 0.795)  -0.159
H (-4.108, -1.997, 0.887)  0.380
H (-2.655, -1.543, 1.787)  0.272
H (-4.206, -0.821, 2.201)  0.378
H (-4.375, -0.963, -1.235)  0.396
H (-3.971, 0.899, -2.776)  0.459
H (-2.160, 4.034, -1.890)  0.344
H (-3.610, 3.503, -2.751)  0.516
H (-2.040, 2.859, -3.206)  0.356
H (-2.670, 3.940, 1.963)  0.230
H (0.998, 5.240, 0.913)  0.588
H (0.061, 2.656, -1.903)  0.239
H (1.355, 3.783, -1.446)  0.614
H (3.063, 3.108, -0.049)  0.462
H (2.082, 2.515, 1.311)  0.342
H (3.978, 0.871, -0.441)  0.357
H (4.224, 1.313, 1.252)  0.555
H (3.398, -1.043, 0.930)  0.472
H (2.368, -0.045, 1.970)  0.448
H (0.982, -1.257, -1.884)  0.158
H (2.486, -1.941, -1.225)  0.479
H (2.318, 0.751, -1.954)  0.507
H (-0.398, -1.494, 0.209)  0.074
H (0.374, -1.178, 1.760)  0.752
H (2.376, -2.510, 2.428)  0.485
H (3.321, -4.765, 2.558)  0.400
H (2.515, -6.524, 1.009)  0.383
H (0.743, -5.997, -0.604)  0.368
H (-1.420, -3.320, -0.519)  0.230
H (-0.805, -4.634, -1.520)  0.428
H (-0.244, -2.985, -1.789)  0.240
H (-0.144, 0.617, -0.802)  0.740
H (0.242, 1.060, 0.874)  0.364
H (-2.218, 1.104, 1.804)  0.361

Relative energy (zero: lowest compared OMol25 entry of this formula, charge and spin) in kcal per mole: 0.0
HOMO-LUMO gap in eV: 9.37
Highest occupied orbital energy in eV: -8.7
SMILES string: Cc1ccc(C)c(-c2[nH]ncc2CN2CCC[C@@](CO)(Cc3ccccc3C)C2)c1
Lowest unoccupied orbital energy in hartree: 0.025
Largest force on an atom in eV/A: 0.83


(3)
Density functional theory data (ωB97M-V/def2-TZVPD) for C26H33N3O in the gas phase.

Each line ends with the Mulliken charge.
Element x y z (Å)
C (-6.707, -1.611, 2.209)  -1.230
C (-6.419, -0.526, 1.497)  0.566
C (-7.200, 0.746, 1.663)  -1.419
C (-5.317, -0.512, 0.520)  0.375
C (-5.034, -1.640, -0.244)  -0.556
C (-4.002, -1.619, -1.162)  -1.209
C (-3.242, -0.478, -1.329)  -0.392
C (-3.499, 0.661, -0.572)  -0.219
C (-2.647, 1.897, -0.812)  1.561
C (-3.064, 2.521, -2.150)  -1.755
C (-2.754, 2.945, 0.300)  -2.196
N (-1.260, 1.453, -0.951)  0.154
C (-0.658, 0.742, 0.058)  0.432
O (-1.237, 0.418, 1.077)  -0.651
N (0.674, 0.449, -0.154)  -0.106
C (1.241, 0.224, -1.468)  -0.688
C (1.068, -1.256, -1.866)  -0.933
N (1.592, -2.192, -0.898)  0.164
C (2.988, -2.573, -1.038)  -1.586
C (4.005, -1.479, -0.875)  -0.195
C (4.728, -1.304, 0.230)  -0.225
C (5.711, -0.259, 0.477)  0.956
C (6.488, -0.327, 1.635)  -0.500
C (7.440, 0.634, 1.914)  -0.536
C (7.634, 1.692, 1.042)  -0.445
C (6.865, 1.780, -0.108)  -0.667
C (5.915, 0.818, -0.388)  -0.412
C (1.127, -1.883, 0.440)  -0.974
C (1.306, -0.411, 0.834)  -0.882
C (-4.543, 0.633, 0.337)  0.182
H (-6.131, -2.516, 2.131)  0.347
H (-7.517, -1.622, 2.918)  0.294
H (-8.139, 0.553, 2.177)  0.434
H (-7.411, 1.196, 0.694)  0.341
H (-6.634, 1.464, 2.255)  0.280
H (-5.637, -2.529, -0.131)  0.474
H (-3.790, -2.498, -1.755)  0.417
H (-2.434, -0.471, -2.047)  0.449
H (-4.115, 2.794, -2.116)  0.363
H (-2.479, 3.417, -2.352)  0.501
H (-2.918, 1.813, -2.963)  0.402
H (-2.535, 2.483, 1.259)  0.480
H (-3.745, 3.389, 0.324)  0.446
H (-2.029, 3.737, 0.120)  0.381
H (-0.677, 2.045, -1.519)  0.457
H (0.765, 0.855, -2.218)  0.402
H (2.302, 0.487, -1.413)  0.402
H (1.536, -1.442, -2.835)  0.428
H (-0.008, -1.453, -1.953)  0.377
H (3.092, -3.013, -2.036)  0.417
H (3.172, -3.358, -0.300)  0.461
H (4.122, -0.820, -1.724)  0.659
H (4.599, -2.006, 1.047)  0.252
H (6.342, -1.150, 2.321)  0.350
H (8.033, 0.560, 2.814)  0.374
H (8.377, 2.446, 1.257)  0.375
H (7.009, 2.606, -0.790)  0.379
H (5.324, 0.908, -1.287)  0.244
H (1.639, -2.530, 1.154)  0.427
H (0.055, -2.109, 0.472)  0.446
H (0.828, -0.225, 1.796)  0.523
H (2.365, -0.143, 0.887)  0.422
H (-4.751, 1.501, 0.939)  0.379

Relative energy (zero: lowest compared OMol25 entry of this formula, charge and spin) in kcal per mole: 16.8
HOMO-LUMO gap in eV: 8.47
Highest occupied orbital energy in eV: -7.8
SMILES string: C=C(C)c1cccc(C(C)(C)NC(=O)N2CCN(C/C=C/c3ccccc3)CC2)c1
Lowest unoccupied orbital energy in hartree: 0.023
Largest force on an atom in eV/A: 0.55


(4)
Density functional theory data (ωB97M-V/def2-TZVPD) for C26H33N3O2 in the gas phase.

Each line ends with the Mulliken charge.
Element x y z (Å)
C (0.751, -3.436, -2.573)  -0.833
O (-0.500, -3.415, -1.926)  -0.497
C (-1.156, -2.219, -1.839)  0.535
C (-2.364, -2.231, -1.143)  -0.492
C (-3.080, -1.062, -0.994)  -0.830
C (-2.593, 0.130, -1.504)  -0.208
C (-1.383, 0.158, -2.183)  0.200
C (-0.787, 1.466, -2.632)  -2.042
C (0.300, 1.999, -1.656)  2.651
C (1.699, 1.448, -2.020)  -1.297
O (1.923, 0.097, -1.705)  -0.469
C (0.346, 3.536, -1.701)  -1.579
C (1.190, 4.123, -0.566)  -0.790
C (0.807, 3.532, 0.791)  -0.759
N (0.880, 2.085, 0.738)  1.142
C (0.651, 1.466, 2.046)  -1.588
C (0.771, -0.029, 1.909)  0.394
C (2.022, -0.584, 1.613)  0.188
C (3.244, 0.285, 1.563)  -1.524
C (2.141, -1.944, 1.363)  -0.516
C (1.040, -2.786, 1.386)  0.477
C (1.154, -4.244, 1.065)  -1.740
C (-0.193, -2.241, 1.700)  -0.503
C (-0.337, -0.884, 1.967)  0.916
N (-1.631, -0.439, 2.294)  0.638
C (-2.526, -1.132, 3.038)  -0.164
C (-3.681, -0.391, 3.079)  -1.020
C (-3.391, 0.746, 2.312)  -0.478
N (-2.159, 0.704, 1.852)  -0.439
C (-0.087, 1.600, -0.232)  -2.579
C (-0.688, -1.029, -2.379)  0.406
H (1.120, -4.456, -2.471)  0.257
H (0.655, -3.194, -3.636)  0.383
H (1.455, -2.741, -2.105)  0.257
H (-2.719, -3.164, -0.734)  0.504
H (-4.019, -1.074, -0.460)  0.394
H (-3.152, 1.043, -1.356)  0.352
H (-1.587, 2.207, -2.698)  0.504
H (-0.349, 1.356, -3.626)  0.358
H (2.462, 2.059, -1.525)  0.280
H (1.851, 1.529, -3.101)  0.438
H (1.843, 0.003, -0.748)  0.120
H (0.735, 3.876, -2.663)  0.366
H (-0.674, 3.913, -1.599)  0.508
H (2.249, 3.936, -0.747)  0.329
H (1.050, 5.205, -0.535)  0.467
H (1.501, 3.893, 1.556)  0.420
H (-0.210, 3.867, 1.066)  0.366
H (1.418, 1.842, 2.731)  0.652
H (-0.336, 1.739, 2.443)  0.488
H (3.049, 1.189, 0.991)  0.237
H (3.531, 0.583, 2.572)  0.413
H (4.077, -0.252, 1.118)  0.410
H (3.114, -2.350, 1.125)  0.337
H (0.867, -4.846, 1.926)  0.400
H (2.171, -4.503, 0.783)  0.354
H (0.484, -4.492, 0.244)  0.325
H (-1.067, -2.875, 1.700)  0.325
H (-2.276, -2.062, 3.506)  0.539
H (-4.595, -0.627, 3.583)  0.447
H (-4.023, 1.581, 2.084)  0.461
H (-0.140, 0.515, -0.161)  0.428
H (-1.093, 1.987, -0.009)  0.314
H (0.244, -0.997, -2.916)  0.365

Relative energy (zero: lowest compared OMol25 entry of this formula, charge and spin) in kcal per mole: 61.4
HOMO-LUMO gap in eV: 8.93
Highest occupied orbital energy in eV: -8.1
SMILES string: COc1cccc(C[C@@]2(CO)CCCN(Cc3c(C)cc(C)cc3-n3cccn3)C2)c1
Lowest unoccupied orbital energy in hartree: 0.031
Largest force on an atom in eV/A: 0.91